A structure of composition C29H52FeGeN3O9P2S, computed with wB97M-V/def2-TZVPD.

Positions of all 98 atoms, in Å:
Fe (-0.39934, 0.71335, 0.95443)
C (3.74084, -1.24349, 1.99193)
C (4.46041, -0.38961, 0.97311)
C (5.95507, -0.60580, 0.93563)
O (3.95852, -0.74666, -0.35656)
P (2.74655, 0.07247, -0.97392)
O (1.99931, 0.88391, -0.01194)
C (1.74910, -1.22788, -1.72467)
P (0.84787, -2.17137, -0.48840)
O (0.18549, -1.32759, 0.51389)
O (1.91130, -3.12520, 0.19704)
C (2.52077, -4.23190, -0.51352)
C (4.02023, -4.02318, -0.52158)
C (2.09984, -5.50454, 0.19007)
O (-0.11776, -3.09654, -1.31705)
C (-1.49789, -3.33903, -0.80182)
C (-1.81016, -4.78555, -1.09802)
C (-2.41375, -2.36069, -1.48458)
O (3.35411, 0.92313, -2.16470)
C (4.25010, 0.35356, -3.15138)
C (3.52747, 0.31795, -4.48168)
C (5.49266, 1.21797, -3.16694)
H (4.04524, -0.95847, 2.99969)
H (3.96858, -2.29784, 1.83442)
H (2.66366, -1.09675, 1.92292)
H (4.22519, 0.66382, 1.14333)
H (6.18311, -1.64793, 0.70618)
H (6.38391, -0.36860, 1.90892)
H (6.43128, 0.02829, 0.18910)
H (2.37435, -1.89487, -2.32567)
H (1.01004, -0.74932, -2.37113)
H (2.13457, -4.23955, -1.53914)
H (4.42151, -4.10494, 0.48864)
H (4.27885, -3.03905, -0.90593)
H (4.49654, -4.78347, -1.14245)
H (2.42833, -5.47954, 1.22862)
H (2.54649, -6.37314, -0.29604)
H (1.01798, -5.61465, 0.17291)
H (-1.47806, -3.15125, 0.27219)
H (-1.78266, -4.97194, -2.17243)
H (-2.81347, -5.00890, -0.73708)
H (-1.10921, -5.45926, -0.60785)
H (-2.39991, -2.52233, -2.56427)
H (-2.10394, -1.33245, -1.28485)
H (-3.43350, -2.49432, -1.11616)
H (4.51597, -0.65916, -2.82826)
H (3.19280, 1.31932, -4.75032)
H (2.65580, -0.33310, -4.44448)
H (4.19283, -0.04931, -5.26423)
H (5.23366, 2.24258, -3.43104)
H (6.21122, 0.84097, -3.89592)
H (5.96372, 1.22488, -2.18541)
O (-5.79663, -1.44891, -0.35204)
S (-5.55401, -0.80805, 0.93177)
O (-6.59509, -0.96727, 1.91628)
N (-4.12696, -1.27859, 1.53817)
C (-3.18939, -0.35184, 1.39360)
O (-2.00159, -0.46610, 1.76257)
C (-3.65833, 0.88618, 0.65228)
C (-3.02139, 2.26145, 0.91573)
C (-4.20649, 3.29334, 0.96111)
C (-5.36970, 3.01502, 1.82168)
C (-5.89286, 1.79925, 1.71826)
C (-5.21175, 0.97230, 0.70943)
H (-2.30288, 2.26907, 1.73879)
H (-3.82193, 4.29291, 1.13503)
H (-5.74567, 3.76691, 2.50346)
H (-6.72248, 1.41687, 2.29053)
C (-5.97715, 1.48682, -1.82368)
C (-4.93904, 1.55986, -0.73954)
C (-4.28231, 2.97522, -0.57355)
C (-2.70200, 2.88794, -0.47406)
N (-1.82723, 2.23466, -1.44366)
N (-3.77796, 0.65592, -0.83608)
C (-2.11878, 4.32083, -0.35752)
H (-6.81358, 2.14983, -1.58959)
H (-6.35591, 0.47072, -1.93146)
H (-5.54113, 1.81137, -2.77064)
H (-4.72970, 3.71834, -1.23523)
H (-4.16916, -0.27640, -0.94921)
H (-2.86643, 5.10533, -0.48714)
H (-1.36453, 4.44748, -1.13097)
H (-1.62964, 4.46813, 0.60491)
C (2.12411, 1.61946, 3.78197)
Ge (0.48778, 2.19067, 2.78239)
C (1.13136, 3.93996, 2.06573)
C (-0.69169, 2.78488, 4.27555)
C (-0.90106, 1.49881, -0.94717)
H (2.36893, 2.38142, 4.52737)
H (2.96678, 1.52960, 3.09520)
H (1.99326, 0.66490, 4.29129)
H (1.68880, 4.47238, 2.84220)
H (0.30129, 4.56978, 1.75004)
H (1.78172, 3.79331, 1.20450)
H (-0.12571, 3.40815, 4.97299)
H (-1.10813, 1.93907, 4.82150)
H (-1.52801, 3.37563, 3.89608)
H (-0.21333, 1.17041, -1.76242)

## Properties
2S+1	5
orbital gap (alpha / beta)	5.43 / 6.09	eV
maximum force	0.50	eV/Å
charge	-1
molecular weight	809.2	u
LUMO energy (alpha / beta)	1.9 / 1.9	eV
E_HOMO (alpha / beta)	-3.53 / -4.19	eV

Atomic partial charges in e from the Mulliken method, atoms 1 to 2: number 1, Fe, carries 0.128; number 2, C, carries -0.904